The following is a quantum chemistry calculation of a structure of composition C47H47BIrN7O11S, from OMol25.

Structure (XYZ):
```
115
Properties=species:S:1:pos:R:3:forces:R:3:mulliken_charge:R:1
Ir 0.514859 -0.074011 0.575557 0.4 0.1 0.2 2.7768
O -1.333897 1.829202 3.018932 -0.2 -0.1 0.0 -0.6941
C -0.849203 2.104720 1.926649 -0.3 0.1 0.3 0.1355
O 0.357199 1.826056 1.577772 0.4 -0.1 -0.3 -0.7399
C -1.654297 2.894566 0.928641 -0.1 0.2 -0.1 0.8403
C -2.598147 3.784748 1.432397 0.1 0.0 -0.2 -0.3408
C -3.288230 4.612496 0.566339 0.1 0.0 0.0 -0.4951
C -3.039436 4.630893 -0.796724 0.1 -0.1 0.0 -0.7277
C -2.108977 3.732920 -1.302452 0.1 0.1 0.1 0.0386
C -1.457384 2.797678 -0.456450 -0.3 -0.1 0.1 -0.0484
O -0.743437 1.804290 -0.984567 0.4 0.2 -0.1 0.0570
N -1.790030 3.778094 -2.654068 -0.1 -0.2 0.1 0.7741
O -2.278816 4.602737 -3.444495 0.0 0.0 -0.1 -0.8100
O -0.831299 2.920468 -3.109026 0.0 -0.1 0.1 -0.5082
N -4.299950 5.519662 1.104689 0.1 -0.1 -0.1 1.0787
O -4.879052 6.255349 0.326312 -0.1 0.1 0.0 -0.6605
O -4.517487 5.488950 2.301938 -0.1 0.0 0.1 -0.6531
H -2.774264 3.811568 2.496063 0.0 0.0 0.0 0.7589
H -3.538685 5.314934 -1.464729 0.0 0.0 0.0 0.6304
C 4.773032 -4.401497 -0.182403 0.0 0.0 0.0 -0.9430
C 3.826003 -3.730319 0.802308 0.0 0.0 -0.1 -0.7477
N 3.805955 -2.271708 0.676676 -0.1 -0.1 0.3 0.4493
C 4.523180 -1.524247 1.696389 0.1 0.1 0.1 -0.1491
C 6.032497 -1.678376 1.591204 0.0 0.0 0.0 -1.5669
C 2.964272 -1.696872 -0.190436 0.0 0.1 -0.2 0.4641
S 2.819057 0.036259 -0.276781 -0.4 0.1 -0.1 -0.5680
N 2.357811 -2.512938 -1.046458 0.3 0.0 0.0 -0.2056
C 1.115512 -2.384208 -1.463068 -0.2 -0.1 0.0 -0.3219
O 0.196524 -1.748646 -0.890750 -0.1 0.0 -0.1 -0.9855
C 0.733050 -3.195118 -2.656789 0.0 0.0 0.0 -0.2044
C -0.581657 -3.165547 -3.104104 0.1 0.0 0.0 1.2573
C -0.969448 -3.951384 -4.175059 0.0 -0.1 0.0 -0.5704
C -0.040516 -4.768097 -4.805968 -0.1 0.0 0.0 -0.6942
C 1.279140 -4.778879 -4.379258 0.0 0.0 0.0 -0.7791
C 1.665320 -3.992720 -3.307329 0.0 0.0 0.0 -0.3541
H 4.823740 -5.472215 0.015105 0.0 -0.1 0.0 0.3888
H 5.778417 -3.991734 -0.109776 0.1 0.0 0.0 0.2866
H 4.414312 -4.252817 -1.198117 0.0 0.0 0.0 0.1121
H 4.111819 -3.954386 1.832206 0.0 0.0 0.0 0.4608
H 2.812380 -4.101884 0.647526 0.1 0.0 0.1 0.4211
H 4.169384 -1.863541 2.676148 0.0 0.0 0.0 0.2560
H 4.248112 -0.477977 1.588273 0.0 -0.1 0.0 0.0773
H 6.353268 -2.702248 1.778113 0.0 -0.1 0.0 0.3415
H 6.517941 -1.038356 2.327967 0.0 0.0 0.0 0.4346
H 6.377065 -1.383361 0.601322 0.0 0.0 -0.1 0.3327
H -1.282068 -2.512241 -2.605164 0.1 0.1 -0.1 -0.1021
H -1.992218 -3.916594 -4.523874 0.0 0.0 0.0 0.2282
H -0.341073 -5.390363 -5.638605 0.0 0.0 0.0 0.4135
H 2.004738 -5.407580 -4.877368 0.0 0.0 0.0 0.4103
H 2.686792 -3.993970 -2.954357 0.0 0.0 0.0 0.5016
C -4.245505 -0.131155 -7.362864 0.0 0.0 0.0 -1.8096
C -3.341078 -1.320867 -7.007215 0.0 0.0 0.0 2.0965
C -4.224066 -2.483302 -6.545058 0.0 0.0 0.1 -1.5974
C -2.614570 -1.754561 -8.281237 0.0 0.0 0.0 -2.1463
C -2.362558 -0.912902 -5.900198 0.0 -0.1 0.0 0.8726
C -0.997344 -1.139626 -5.991756 0.0 0.2 0.0 -0.2375
C -0.090535 -0.663191 -5.030781 -0.1 0.1 0.0 -1.8665
C -0.588677 0.053571 -3.975013 0.0 0.1 0.0 0.6753
O 0.086917 0.699988 -2.989674 -0.2 0.1 -0.1 -0.7416
B -0.913259 1.594174 -2.420516 0.0 0.1 0.0 1.2206
O -2.239218 0.969879 -2.724736 -0.1 0.0 -0.1 -0.8598
C -1.974730 0.238058 -3.831849 0.2 0.1 -0.1 -0.1234
C -2.860398 -0.239353 -4.766260 0.0 -0.1 0.0 -0.5786
H -4.844129 -0.364888 -8.246057 0.0 0.0 0.0 0.4751
H -3.651901 0.758137 -7.572670 0.0 0.0 0.0 0.3872
H -4.931433 0.111835 -6.553406 0.0 0.0 0.1 0.3402
H -4.937969 -2.758168 -7.324302 0.0 0.0 0.0 0.4998
H -4.785010 -2.214135 -5.649992 0.0 0.0 0.1 0.2695
H -3.612808 -3.355575 -6.318268 0.0 -0.1 0.0 0.2496
H -3.344875 -1.958605 -9.066082 0.0 0.0 0.0 0.4493
H -2.034980 -2.663778 -8.125076 0.1 -0.1 0.0 0.3641
H -1.940620 -0.976548 -8.637554 0.0 0.1 0.0 0.4360
H -0.592043 -1.656487 -6.847770 0.0 -0.1 0.0 0.3985
H 0.973452 -0.814699 -5.142626 0.1 0.0 0.0 0.5102
H -3.915683 -0.038615 -4.642680 -0.1 0.0 0.0 0.4389
N -1.734423 -0.287287 0.353186 -0.1 0.0 0.4 -0.4537
C -2.763367 -0.675007 0.021616 0.2 -0.1 0.0 0.0660
N -3.935795 -1.132507 -0.365120 -0.3 0.2 0.0 -0.0710
C -4.714165 -1.880667 0.623862 0.0 -0.1 0.0 -0.8205
C -4.307314 -3.346826 0.579296 0.0 0.0 0.1 -0.3373
O -4.433051 -3.867220 -0.731261 -0.1 0.0 0.0 -0.5098
C -3.599863 -3.170693 -1.648180 0.0 0.0 0.0 -0.4515
C -3.989249 -1.703319 -1.715150 0.0 -0.1 -0.2 0.5050
H -5.768292 -1.765691 0.359546 0.0 0.0 0.0 0.3296
H -4.547514 -1.446705 1.609984 0.0 0.0 0.0 0.4699
H -4.953201 -3.948463 1.220670 0.0 0.0 0.0 0.4156
H -3.267438 -3.452547 0.924421 0.0 0.0 0.0 0.2469
H -3.724717 -3.652207 -2.618419 0.0 0.0 0.0 0.2475
H -2.546957 -3.262233 -1.341068 -0.2 0.0 0.1 0.5372
H -5.017838 -1.594211 -2.069236 0.1 0.0 0.0 0.3053
H -3.327886 -1.128001 -2.366373 -0.1 -0.1 0.1 -0.7971
N 0.911040 -0.915202 2.342844 0.0 0.1 -0.2 -0.3036
C 0.703485 -0.637151 3.558443 0.0 -0.2 0.1 0.0805
C 1.399317 0.464608 4.268514 0.0 0.0 -0.1 0.7738
C 0.863503 0.996068 5.436138 0.0 0.0 0.1 -0.5161
C 1.480332 2.070382 6.057420 0.0 0.0 0.0 -0.9021
C 2.636777 2.614141 5.519009 0.0 0.0 0.0 -0.4692
C 3.168694 2.092431 4.347125 0.0 0.0 0.0 -0.9694
C 2.545983 1.028643 3.719224 0.0 0.1 0.0 0.1818
C -0.265379 -1.490943 4.308358 -0.1 0.0 0.0 -0.3558
C 0.114574 -2.158797 5.466805 0.0 0.0 0.0 0.1102
C -0.789239 -2.983139 6.119319 0.0 0.0 0.0 -0.8791
C -2.079837 -3.123396 5.628815 0.0 0.0 0.0 -0.5110
C -2.461348 -2.446732 4.477960 0.0 0.0 0.0 -0.6715
C -1.555115 -1.640358 3.811080 0.0 0.0 0.0 0.0451
H -0.056900 0.595144 5.836484 0.0 0.0 0.0 0.4766
H 1.046715 2.492878 6.953556 0.0 0.0 0.0 0.3929
H 3.110567 3.461199 5.998678 0.0 0.0 0.0 0.3777
H 4.055649 2.530059 3.909133 0.0 0.0 0.0 0.4391
H 2.911117 0.658054 2.774550 0.0 -0.1 -0.1 0.3410
H 1.117807 -2.030675 5.853427 0.0 0.0 0.0 0.4617
H -0.487657 -3.511826 7.014015 0.0 0.0 0.0 0.3797
H -2.790455 -3.752435 6.147743 0.0 0.0 0.0 0.3947
H -3.473479 -2.543731 4.106527 0.0 0.0 0.0 0.3838
H -1.833899 -1.091563 2.922466 0.0 0.0 0.0 0.2777
```
Forces are in eV/Å.

Output
E_LUMO (spin up / spin down) in eV: 2.09 / 0.98
Orbital gap (spin up / spin down) in eV: 6.336 / 6.332
Energy in eV: -96804.8538
Maximum force in Eh/bohr: 0.0107
Total charge: -1
2S+1: 6
ΔE to the lowest compared entry with this formula, charge and spin in kcal/mol: 0.0